1.
Molecular formula: C32H91FeN5O15P
Method: DFT, ωB97M-V/def2-TZVPD

Calculated values
Total energy, eV: -116500.239
Kohn-Sham gap (alpha / beta), Eh: 0.302 / 0.277
ΔE to the lowest compared entry with this formula, charge and spin, eV: 0.826
<S²>: 8.76

Geometry as ORCA input:
```
! wB97M-V def2-TZVPD RIJCOSX def2/J DEFGRID3
* xyz 0 6
Fe -9.42967 -13.11526 -17.60380
P -8.42356 -11.79263 -19.28325
O -10.00106 -12.03506 -19.11233
O -8.22270 -11.54650 -17.71028
O -4.84432 -12.42384 -11.81059
O -8.41703 -8.30748 -20.24518
O -10.47867 -15.14208 -14.53229
O -9.98861 -17.52136 -17.34474
O -7.48632 -9.33426 -16.38609
O -7.88358 -10.92947 -20.33220
O -7.09341 -14.79835 -21.07974
O -8.16220 -13.35219 -19.12644
O -3.06412 -9.50719 -23.66293
O -5.82138 -13.56087 -17.73916
O -10.34768 -14.90575 -18.12432
O -10.29613 -11.82375 -13.56160
O -11.36891 -11.78230 -21.73943
N -7.42228 -11.66128 -14.23528
N -8.35190 -13.81365 -15.98540
N -6.55900 -9.71504 -22.51831
N -7.40213 -16.55284 -18.49796
N -11.01568 -12.48365 -16.26816
C -6.76689 -14.00259 -22.24098
C -8.33976 -7.21015 -15.59149
C -11.33945 -15.26883 -13.40802
C -8.24961 -15.21832 -15.43810
C -5.10966 -9.50441 -22.43293
C -2.40123 -9.73604 -24.86688
C -10.76793 -11.07725 -15.75038
C -9.84017 -8.13753 -20.38488
C -4.51133 -10.33037 -21.30594
C -10.47440 -11.74302 -22.83230
C -7.20586 -14.73543 -23.48437
C -6.93313 -9.92104 -12.58089
C -4.55542 -12.89306 -17.69384
C -4.63887 -11.83678 -10.54450
C -4.68982 -11.57842 -16.95839
C -11.21472 -12.22329 -24.05903
C -6.42434 -11.18558 -13.26852
C -7.05247 -18.86934 -19.25562
C -4.44633 -9.82221 -23.75652
C -10.83560 -17.96110 -16.32321
C -10.12309 -6.89599 -21.21424
C -10.75660 -15.12660 -20.49217
C -11.38192 -14.97931 -19.13331
C -8.87314 -18.35061 -17.61573
C -9.10376 -15.20878 -14.17326
C -6.81577 -15.56064 -15.11879
C -11.14153 -10.97141 -14.28867
C -6.16995 -12.34438 -12.31705
C -11.63045 -10.12698 -16.57702
C -10.24476 -11.54603 -12.17256
C -7.91125 -8.04734 -16.78589
C -8.08520 -17.82016 -18.78083
H -8.91498 -7.70575 -14.80821
H -8.24822 -15.05461 -23.39297
H -11.12225 -6.91432 -21.65192
H -12.06048 -11.59482 -24.33452
H -5.02588 -11.65956 -15.92482
H -11.38224 -10.29892 -17.62735
H -9.70014 -10.91170 -15.88510
H -6.33649 -18.34935 -19.88517
H -5.05682 -10.27103 -20.36284
H -9.61022 -12.39292 -22.64708
H -5.08265 -12.48115 -9.77126
H -6.48623 -16.71271 -18.10306
H -2.47260 -8.89935 -25.58046
H -12.18381 -15.87196 -13.74355
H -10.93969 -11.91022 -20.88469
H -11.41526 -9.08123 -16.35993
H -9.18400 -19.39658 -17.73616
H -11.60122 -17.20345 -16.15977
H -8.91217 -16.15353 -13.64484
H -12.20005 -11.20990 -14.11641
H -11.94680 -14.05157 -19.04321
H -6.22421 -13.28738 -12.86901
H -4.19663 -12.75023 -18.71436
H -4.44716 -11.38198 -21.61703
H -5.48542 -10.97265 -13.77907
H -6.24440 -13.41706 -18.59391
H -5.44742 -10.95942 -17.45149
H -3.77766 -10.97807 -17.01842
H -8.22432 -18.37660 -16.72105
H -9.93325 -15.78549 -18.02386
H -7.22903 -9.15585 -13.29869
H -4.87982 -8.44723 -22.25262
H -7.44798 -6.85835 -15.05055
H -10.24325 -14.24612 -20.87044
H -8.28201 -13.20482 -15.16198
H -10.01930 -10.48008 -12.03652
H -6.56307 -19.36017 -18.41394
H -6.12812 -9.40401 -12.03417
H -6.93876 -12.44952 -11.53447
H -10.07821 -10.73589 -23.00874
H -10.98166 -9.92526 -13.99472
H -11.48229 -15.44062 -21.25072
H -7.01007 -8.85985 -22.19690
H -7.55628 -19.61772 -19.87337
H -2.86570 -10.53710 -25.46198
H -3.47729 -10.09012 -21.03702
H -7.08007 -7.54079 -17.28792
H -11.67933 -14.27688 -13.08666
H -8.75730 -17.57336 -19.60707
H -10.20567 -9.04045 -20.88339
H -3.85900 -13.53759 -17.15103
H -4.56007 -10.89506 -23.97020
H -10.02418 -15.93963 -20.53653
H -11.95984 -12.43296 -16.66184
H -7.33591 -15.92356 -19.28548
H -10.89579 -15.73767 -12.52599
H -5.69879 -13.81285 -22.15505
H -6.16391 -15.48477 -15.98531
H -8.72120 -8.03548 -17.52402
H -6.65767 -15.65482 -23.70420
H -11.57519 -13.24094 -23.89265
H -12.68392 -10.33635 -16.38002
H -8.79550 -6.27272 -15.91932
H -4.90288 -9.24872 -24.57041
H -8.84458 -14.36661 -13.51815
H -10.54386 -12.26966 -24.92159
H -7.52963 -14.21935 -20.41940
H -11.22911 -13.10378 -15.47979
H -7.68542 -10.14218 -11.82438
H -9.42649 -6.75124 -22.04014
H -11.19712 -11.71909 -11.66137
H -8.29765 -9.27134 -20.13491
H -10.26572 -7.98845 -19.38583
H -5.12587 -10.86197 -10.42972
H -6.74392 -16.57420 -14.70866
H -7.41120 -13.65041 -16.39208
H -7.90026 -10.01896 -16.94984
H -6.87719 -10.33985 -21.77566
H -11.35355 -18.88908 -16.59798
H -12.07849 -15.79282 -18.92237
H -9.42955 -12.12375 -11.74518
H -7.40055 -13.11176 -22.20233
H -10.02823 -6.02989 -20.55511
H -8.36887 -11.81269 -13.89551
H -7.17072 -14.08555 -24.36199
H -6.44349 -14.94057 -14.29678
H -10.32972 -18.12025 -15.36262
H -8.71857 -15.90888 -16.13472
H -7.46709 -11.05458 -15.05031
H -3.57031 -11.75051 -10.37181
H -1.36028 -9.98101 -24.67286
*
```

2.
Molecular formula: C32H91N5O11
Method: DFT, ωB97M-V/def2-TZVPD

Calculated values
Total energy, eV: -64627.016
Kohn-Sham gap, Eh: 0.345
ΔE to the lowest compared entry with this formula, charge and spin, eV: 2.398
SMILES string: COC[C@H](C)N.COC[C@H](C)N.COC[C@H](C)N.COC[C@H](C)N.COC[C@H](C)N.CCO.CCO.CCO.CCO.CCO.CCO

Geometry as ORCA input:
```
! wB97M-V def2-TZVPD RIJCOSX def2/J DEFGRID3
* xyz 0 1
O 3.22911 2.48157 -0.18421
O -5.50206 0.14661 3.68704
O -1.61093 -1.70892 4.06615
O -5.78683 2.75669 -3.96361
O 2.32794 1.22519 -4.59419
O -5.58789 -3.67921 -4.87347
O -0.67763 1.42813 6.62504
O 0.64703 -0.73232 -0.48611
O 4.22393 -2.18839 -3.17066
O 4.23945 -2.51369 3.66777
O -1.60672 2.55098 1.63218
N -3.81319 3.49647 3.36311
N 6.41072 -1.28421 -0.24293
N -0.34389 -0.38077 -6.69932
N -1.19881 -0.36051 1.68200
N 5.13038 0.24158 1.97488
C 4.38816 1.80272 0.32286
C 4.06425 1.17486 1.66446
C 2.72492 -2.31644 1.85659
C 3.65597 0.92840 -4.13927
C -0.51663 1.67016 5.21704
C -6.11260 -2.91763 -3.79917
C -4.83246 1.70239 -3.91014
C -5.21111 -1.08573 4.32688
C -4.75573 2.41450 3.03865
C 0.16117 0.52601 -5.74152
C -1.25266 -3.10782 3.95229
C -0.74703 -0.56032 -0.68657
C -4.02686 1.97597 -2.67219
C -1.60996 -1.06881 0.47856
C -0.69203 0.42421 -4.46763
C -2.48786 -3.94900 3.65042
C 4.97598 -2.35979 -1.91881
C 0.41741 2.87799 0.64159
C 1.73723 0.22728 -5.46474
C -3.09139 -0.98214 0.27158
C -0.52721 3.37477 1.69190
C -4.85745 2.29829 1.55956
C 0.69327 1.02670 4.67924
C 1.45640 -0.12364 -1.40070
C 2.90125 -2.22214 3.39193
C -4.41366 1.05169 3.63194
C 3.20518 -3.08466 -3.35475
C 5.97645 -1.21243 -1.64057
C 7.15991 -1.18314 -2.60850
C 4.07277 2.28502 2.75206
C 3.50157 3.24842 -1.37712
C -5.44516 -3.42037 -2.48394
H -1.61075 -1.24993 3.22299
H 3.12580 0.63098 1.55670
H 5.20858 2.51970 0.35376
H 3.66043 2.66128 -2.28162
H 4.12162 0.20170 -4.80499
H 3.21960 2.94389 2.59054
H -0.62906 -0.56038 -4.00425
H -5.77477 1.78622 1.26901
H -6.13674 -3.47826 -5.63503
H -0.84735 -3.39756 4.92176
H -6.06465 -1.72866 4.54185
H 1.59066 1.45481 5.12589
H -2.20468 -5.00133 3.62833
H 0.71745 1.35435 3.63993
H 1.17845 -0.42863 -2.40957
H 4.72860 1.02189 -0.35721
H -1.28820 -2.10839 0.54066
H 1.90509 -0.74580 -5.00317
H 3.94742 1.93130 3.77542
H 3.63506 -4.07275 -3.51902
H 2.50790 -3.16453 -2.52077
H 3.50928 -1.82250 1.28308
H -1.33545 1.26289 4.62396
H 2.46745 -0.44438 -1.14968
H -5.63309 -4.49252 -2.42680
H 0.05465 2.98624 -0.38057
H 5.39369 -0.29284 -1.69387
H -5.69067 2.74891 3.48826
H -3.62309 3.65639 4.34208
H -1.73609 0.63615 -4.69813
H 2.80923 -1.20257 3.76623
H -4.62991 2.44269 -1.89334
H -4.81122 3.28827 1.10580
H 4.21779 1.84904 -4.29707
H 7.83112 -0.32880 -2.52079
H -3.43448 0.01377 -0.00871
H 5.82895 -0.71499 0.35510
H 4.32472 -2.49733 -1.05565
H 2.66916 3.91278 -1.60905
H -0.33473 1.12676 -3.71471
H -4.82078 -0.88769 5.32513
H -0.81726 0.51689 -0.83754
H -0.53797 2.74874 5.06107
H 2.58723 -2.87227 -4.22717
H -4.17578 1.64441 -4.77819
H -1.25569 -0.04683 -6.97716
H 3.70684 0.54610 -3.11979
H -3.45966 0.62645 3.32024
H -4.00188 1.79357 1.11082
H -6.62921 2.44424 -4.30181
H 0.70958 -0.06299 4.70001
H 0.05667 1.56048 -6.06872
H 1.82307 -1.80324 1.52282
H 5.82165 0.66787 2.57531
H -3.59607 -1.26721 1.19469
H 0.81064 1.86973 0.77145
H -1.02284 -1.01133 -1.63978
H -3.29953 -3.90010 4.37632
H -0.91339 4.37971 1.52148
H 2.37384 0.23580 -6.34948
H -5.31211 0.72604 -3.84113
H -2.35579 2.85503 2.14991
H 4.99303 2.86074 2.65316
H 5.54309 -3.28639 -2.00768
H 7.73428 -2.10910 -2.63663
H -4.29032 4.33729 3.07078
H -5.74946 -2.88026 -1.58740
H 4.79301 -0.46883 2.60860
H -4.21015 1.30353 4.67274
H -3.27299 2.73376 -2.88562
H -0.00919 3.39382 2.65075
H 4.32142 3.96560 -1.33708
H -0.32662 -1.35587 -6.43670
H -3.45605 1.13237 -2.28410
H 6.74474 -1.06539 -3.60943
H -1.30215 0.64133 1.60618
H 7.24398 -0.72101 -0.15029
H -7.19017 -3.07975 -3.77331
H -4.42643 -1.60235 3.77417
H -4.37687 -3.23297 -2.59234
H 1.33331 3.46179 0.73334
H 2.21454 -2.91032 3.88482
H -3.36937 -1.63158 -0.55852
H -0.21432 -0.36140 1.45645
H 2.79047 -3.37024 1.58585
H -0.47178 -3.30619 3.21813
H -1.06557 0.55184 6.68182
H -5.89683 -1.89647 -4.11345
H -2.85132 -3.74380 2.64350
H 4.35133 -2.66362 4.60936
H 1.26437 0.94774 -1.45858
*
```

3.
Molecular formula: C32H91N5O11
Method: DFT, ωB97M-V/def2-TZVPD

Calculated values
Total energy, eV: -64623.870
Kohn-Sham gap, Eh: 0.348
ΔE to the lowest compared entry with this formula, charge and spin, eV: 5.544
SMILES string: COC[C@H](C)N.COC[C@H](C)N.COC[C@H](C)N.COC[C@H](C)N.COC[C@H](C)N.CCO.CCO.CCO.CCO.CCO.CCO

Geometry as ORCA input:
```
! wB97M-V def2-TZVPD RIJCOSX def2/J DEFGRID3
* xyz 0 1
O 1.53206 3.75202 2.33726
O -1.40559 4.83800 -2.14160
O -1.82825 0.51736 4.74781
O -0.12499 -1.46342 5.23047
O 1.19448 1.12041 -0.73469
O -6.19919 0.73900 -2.45581
O -1.49176 -3.81528 1.85146
O 3.31647 -4.17915 1.54025
O -0.46664 -2.23872 -2.33728
O 2.79305 6.51266 -0.43666
O 4.53872 -1.35968 -4.02158
N -4.18860 -6.35611 1.52523
N -2.52023 -4.05011 -4.88291
N 1.14456 0.09803 -3.13119
N 2.43996 5.93385 -3.03460
N -5.73500 -1.46592 -0.35752
C -1.07506 2.62347 5.16998
C 2.88279 3.42624 -2.62951
C -0.69358 3.73745 -0.10438
C -1.48184 -3.83023 -3.92437
C -2.72317 -4.39666 1.88949
C 2.34758 4.01131 4.60565
C 2.04109 -0.57738 5.96646
C 5.82432 -1.31658 -3.42382
C -1.38943 -2.39679 -3.40699
C -7.09788 1.80006 -2.19437
C 3.24863 5.18283 -0.73774
C -4.09387 -0.17178 0.55095
C -1.51957 -2.44628 1.86569
C 2.26557 0.19017 -5.34291
C 0.81158 -1.38837 6.29082
C -2.30319 -6.23259 0.10720
C -2.33855 1.83687 4.93745
C 3.35962 7.04012 0.72698
C 4.34919 -2.18270 0.66672
C -2.74639 -5.91024 1.55411
C 2.42617 4.81960 -2.03569
C 3.48619 -0.68871 -3.30789
C 0.77381 0.01634 0.03582
C -0.52625 -3.21765 -1.28113
C -1.23652 3.53357 -1.52128
C 2.28235 3.13048 3.34022
C 3.56896 -2.80432 1.75882
C 1.12587 0.24764 1.54630
C 2.11537 -0.55692 -4.01829
C -0.20025 -4.15310 -4.71287
C -5.31993 -0.05797 -0.31177
C -5.02035 0.58184 -1.74222
H -6.10997 0.50131 0.18938
H -2.32029 -2.03131 -2.97337
H 3.12435 6.45978 1.61914
H 1.11026 -2.42760 6.42825
H -1.25727 -5.92739 0.07554
H 3.38074 6.20603 -3.28147
H 1.39354 4.74185 -1.69548
H 0.27398 4.23786 -0.14329
H -0.35472 -4.20977 -1.69872
H 2.16405 2.93708 -3.28696
H -0.67852 2.96490 -2.26516
H -2.92588 2.21598 4.10113
H -0.30545 -5.16181 -5.11228
H -3.89952 0.86304 0.83288
H 3.26060 8.09974 0.96257
H 0.14866 -3.04625 -0.44255
H 4.55561 -1.19184 1.07131
H -3.18096 -0.44163 0.02003
H 2.23841 5.65377 -3.98383
H -4.60148 1.57355 -1.57150
H 5.33935 -2.57553 0.43570
H 3.11569 -0.19692 -5.90465
H 0.61221 1.14244 1.89785
H -1.43818 4.29104 0.46764
H 3.17951 2.77325 -1.80874
H 0.66411 3.96491 2.68788
H 4.03344 -2.66915 2.73559
H -6.35493 -1.55963 -1.14935
H -0.56094 5.29423 -2.13709
H -2.35185 -7.32103 0.07511
H 2.61111 -2.31149 1.92540
H -0.70615 2.51725 6.19014
H 6.39254 -2.21987 -3.64581
H -7.77783 1.70568 -3.04104
H -2.12786 -2.04513 2.67634
H -1.20514 -1.66310 -4.19175
H 6.34093 -0.37697 -3.61963
H 4.44724 7.06294 0.65872
H 3.81612 -2.21978 -0.28332
H 1.28645 -0.90312 -0.24684
H -3.45327 -4.00257 -4.49916
H -3.29293 -3.88465 1.11404
H -4.20425 -0.78266 1.44691
H 3.45343 -1.05906 -2.28326
H -2.44017 -3.41803 -5.66660
H 0.29377 -1.18478 7.22811
H 2.18421 0.49539 1.62774
H 0.56550 -4.20415 -3.93884
H 0.68723 0.58235 -3.89039
H -1.27120 3.68498 5.01890
H 3.04563 3.72002 5.39050
H 3.79884 3.50553 -3.21489
H -7.67666 1.71842 -1.27434
H 3.82192 0.34352 -3.20848
H 1.36422 4.17096 5.04792
H -0.67537 2.82404 0.49014
H -4.18051 -7.19768 2.08361
H 3.24555 2.76679 2.98235
H -1.60642 -4.57356 -3.13694
H -0.29866 -0.08847 -0.12824
H 2.40930 -0.88507 4.98776
H -4.28426 -6.80747 0.62678
H 1.06971 0.90815 -1.66258
H -1.51735 -3.24537 -0.82831
H 2.91881 4.92055 4.41832
H -3.20103 -4.40409 2.86913
H -4.97639 -1.99841 -0.75884
H 3.17572 4.44480 0.06106
H 1.83871 0.48635 5.84150
H 1.41663 0.41974 -5.98688
H -6.77018 2.82642 -2.35960
H 1.94246 -1.62248 -4.16917
H 2.61497 -4.29591 2.18512
H -0.36622 2.31102 4.40316
H -4.14986 0.14298 -2.22981
H -1.84021 -1.94753 0.95107
H -0.56148 -1.93830 1.97582
H -2.18652 3.01138 -1.40764
H 2.56892 1.21850 -5.14645
H -2.61134 -0.01829 4.89425
H -3.09044 1.92534 5.72163
H 0.50962 -0.64775 -2.88470
H 2.72536 -0.76829 6.79315
H -2.82444 -5.59766 -0.60923
H 1.82938 2.18263 3.63093
H -0.45775 -0.60955 4.94451
H 5.80281 -1.46333 -2.34396
H 1.03267 -0.43583 2.39028
H 0.01711 -3.32072 -5.38219
H 4.31246 5.15394 -0.97339
H -2.18286 -6.50263 2.27495
*
```

| no. | maximum force (eV/A) |
| --- | --- |
| 1 | 4.3 |
| 2 | 3.2 |
| 3 | 3.5 |